# 1
{
  "formula": "C39H122N6O25",
  "method": "the ωB97M-V functional and the def2-TZVPD basis",
  "symbols": ["C", "O", "C", "C", "N", "C", "C", "O", "C", "H", "H", "H", "H", "H", "H", "H", "H", "H", "H", "H", "H", "H", "H", "H", "C", "O", "C", "C", "N", "C", "C", "O", "C", "H", "H", "H", "H", "H", "H", "H", "H", "H", "H", "H", "H", "H", "H", "H", "C", "O", "C", "C", "N", "C", "C", "O", "C", "H", "H", "H", "H", "H", "H", "H", "H", "H", "H", "H", "H", "H", "H", "H", "C", "O", "C", "C", "N", "C", "C", "O", "C", "H", "H", "H", "H", "H", "H", "H", "H", "H", "H", "H", "H", "H", "H", "H", "C", "O", "C", "C", "N", "C", "C", "O", "C", "H", "H", "H", "H", "H", "H", "H", "H", "H", "H", "H", "H", "H", "H", "H", "C", "O", "C", "C", "N", "C", "C", "O", "C", "H", "H", "H", "H", "H", "H", "H", "H", "H", "H", "H", "H", "H", "H", "H", "C", "O", "H", "H", "H", "H", "C", "O", "H", "H", "H", "H", "C", "O", "H", "H", "H", "H", "O", "H", "H", "O", "H", "H", "O", "H", "H", "O", "H", "H", "O", "H", "H", "O", "H", "H", "O", "H", "H", "O", "H", "H", "O", "H", "H", "O", "H", "H"],
  "positions_angstrom": [[4.10, 3.61, 0.14], [2.77, 3.19, 0.32], [2.65, 1.83, 0.58], [1.16, 1.51, 0.79], [0.85, 0.11, 1.00], [0.51, -0.59, -0.26], [-0.98, -0.23, -0.80], [-1.26, -0.78, -2.06], [-1.34, -2.14, -2.19], [4.62, 3.39, 1.07], [4.08, 4.69, 0.02], [4.64, 3.06, -0.63], [3.24, 1.69, 1.49], [3.13, 1.35, -0.27], [0.61, 1.91, -0.05], [0.82, 2.07, 1.67], [1.62, -0.38, 1.45], [0.66, -1.65, -0.07], [1.27, -0.22, -0.95], [-0.87, 0.83, -1.02], [-1.82, -0.42, -0.13], [-1.99, -2.42, -3.02], [-1.68, -2.57, -1.25], [-0.39, -2.57, -2.53], [3.90, 0.56, 7.93], [4.22, 1.53, 6.93], [3.40, 1.44, 5.79], [4.35, 1.68, 4.59], [5.39, 2.75, 4.71], [4.76, 4.08, 4.97], [3.97, 4.74, 3.83], [4.92, 5.02, 2.84], [4.98, 6.42, 2.44], [4.47, 0.63, 8.86], [3.95, -0.44, 7.50], [2.83, 0.75, 8.08], [2.63, 2.21, 5.83], [2.80, 0.54, 5.65], [3.89, 1.94, 3.63], [4.88, 0.76, 4.34], [6.21, 2.77, 4.12], [5.65, 4.68, 5.19], [4.14, 3.91, 5.85], [3.57, 5.63, 4.32], [3.15, 4.10, 3.49], [3.99, 6.73, 2.11], [5.53, 6.42, 1.49], [5.48, 7.09, 3.14], [0.33, -0.75, 5.97], [-0.86, -0.89, 5.15], [-0.81, -0.03, 3.95], [-1.97, -0.33, 2.95], [-3.23, -0.18, 3.71], [-4.44, -0.38, 2.90], [-5.67, -0.64, 3.83], [-6.72, -1.21, 2.95], [-7.64, -1.98, 3.64], [0.40, 0.16, 6.57], [1.27, -1.02, 5.49], [0.11, -1.56, 6.67], [0.16, -0.27, 3.51], [-0.80, 1.03, 4.21], [-1.94, -1.29, 2.43], [-1.83, 0.30, 2.07], [-3.26, -0.78, 4.53], [-4.35, -1.33, 2.38], [-4.56, 0.56, 2.37], [-5.94, 0.33, 4.26], [-5.32, -1.36, 4.57], [-7.13, -2.89, 3.95], [-8.34, -2.32, 2.89], [-8.19, -1.35, 4.34], [1.63, 8.53, -2.96], [1.71, 7.64, -1.90], [2.22, 8.06, -0.68], [1.10, 8.05, 0.44], [-0.06, 7.18, 0.20], [0.25, 5.85, 0.71], [-0.96, 4.86, 0.70], [-1.19, 4.77, -0.68], [-2.44, 4.26, -1.07], [2.63, 8.97, -2.93], [0.94, 9.34, -2.74], [1.40, 8.02, -3.89], [2.65, 9.06, -0.70], [2.90, 7.30, -0.31], [0.70, 9.06, 0.39], [1.54, 7.76, 1.39], [-0.09, 7.10, -0.81], [0.47, 5.87, 1.78], [1.12, 5.39, 0.23], [-1.81, 5.18, 1.30], [-0.65, 3.85, 0.96], [-2.52, 3.18, -1.04], [-2.57, 4.61, -2.09], [-3.37, 4.55, -0.58], [1.22, -1.46, -6.18], [1.84, -2.69, -6.37], [1.47, -3.64, -5.34], [1.94, -5.12, -5.44], [1.73, -5.92, -4.21], [2.65, -7.04, -4.06], [2.44, -8.22, -5.06], [3.09, -8.12, -6.27], [2.69, -9.12, -7.25], [1.50, -0.77, -6.98], [1.51, -1.02, -5.23], [0.14, -1.62, -6.20], [0.39, -3.50, -5.24], [1.90, -3.45, -4.36], [3.00, -4.91, -5.57], [1.71, -5.55, -6.42], [0.79, -6.26, -4.31], [2.34, -7.37, -3.07], [3.69, -6.75, -3.97], [1.37, -8.24, -5.30], [2.63, -9.16, -4.55], [2.99, -10.11, -6.93], [3.37, -8.90, -8.08], [1.70, -9.01, -7.69], [-12.16, -5.84, -0.08], [-10.72, -5.76, -0.36], [-10.08, -4.89, 0.58], [-8.54, -4.99, 0.53], [-7.95, -4.37, -0.64], [-6.53, -4.52, -0.47], [-5.94, -4.23, -1.85], [-4.54, -4.46, -1.82], [-3.88, -4.37, -3.10], [-12.69, -4.89, -0.02], [-12.29, -6.32, 0.88], [-12.70, -6.47, -0.78], [-10.36, -5.08, 1.62], [-10.54, -3.91, 0.49], [-8.42, -6.07, 0.52], [-8.10, -4.80, 1.50], [-8.27, -4.96, -1.40], [-6.25, -5.52, -0.14], [-6.09, -3.71, 0.11], [-6.22, -3.22, -2.13], [-6.27, -4.87, -2.66], [-4.07, -3.39, -3.53], [-4.35, -5.13, -3.72], [-2.84, -4.68, -3.05], [8.06, 3.42, 2.19], [8.81, 2.63, 1.25], [7.00, 3.41, 1.97], [8.23, 2.93, 3.14], [8.37, 4.46, 2.34], [8.42, 2.75, 0.38], [0.05, -4.71, 1.72], [0.35, -3.98, 0.51], [-0.90, -4.33, 2.10], [-0.14, -5.72, 1.35], [0.82, -4.60, 2.49], [-0.13, -4.34, -0.24], [-4.70, 0.23, -1.77], [-4.96, -0.06, -0.42], [-5.04, 1.19, -2.18], [-3.67, 0.25, -2.13], [-5.02, -0.59, -2.40], [-4.54, -0.85, -0.08], [5.05, 5.38, -2.37], [4.30, 4.99, -2.83], [5.33, 6.10, -2.94], [7.07, 3.54, -1.58], [6.40, 4.08, -2.01], [7.70, 4.18, -1.23], [5.45, 0.34, 1.52], [5.37, 0.54, 0.59], [6.28, 0.75, 1.78], [5.78, 0.99, -1.34], [6.69, 1.26, -1.43], [5.30, 1.55, -1.95], [2.95, -0.44, -2.94], [2.17, -0.31, -3.47], [3.37, 0.42, -2.90], [-3.81, -0.81, -4.98], [-3.79, -0.54, -5.90], [-3.10, -0.32, -4.57], [-1.83, 0.91, -4.00], [-0.92, 0.98, -4.32], [-1.76, 0.47, -3.16], [0.91, 3.51, -1.87], [1.45, 3.54, -1.08], [0.02, 3.66, -1.56], [-3.59, -2.81, 0.39], [-2.80, -3.15, 0.81], [-3.74, -3.40, -0.35], [3.17, -1.62, 2.01], [3.63, -0.79, 1.88], [3.32, -2.11, 1.20]],
  "gap_ha": [0.060, 0.287],
  "homo_ev": [-0.0752, -6.2365],
  "largest_force_ev_per_a": 2.8,
  "charge": -1,
  "spin_multiplicity": 2
}

---

# 2
{
  "formula": "C39H19BrF15GeN5O4STi",
  "method": "the ωB97M-V functional and the def2-TZVPD basis",
  "symbols": ["Ti", "O", "C", "C", "C", "C", "C", "C", "C", "N", "N", "C", "O", "C", "C", "C", "C", "C", "C", "H", "H", "H", "H", "H", "H", "H", "H", "H", "H", "C", "C", "C", "C", "C", "Br", "N", "C", "H", "H", "H", "H", "H", "H", "N", "N", "C", "O", "O", "H", "H", "H", "F", "C", "C", "C", "F", "C", "F", "C", "F", "C", "F", "Ge", "S", "C", "C", "F", "C", "F", "C", "F", "C", "F", "C", "F", "C", "C", "F", "C", "F", "C", "F", "C", "F", "C", "F"],
  "positions_angstrom": [[0.94, -1.24, -0.12], [1.50, -3.08, -0.25], [2.73, -3.28, -0.72], [3.56, -4.23, -0.11], [4.85, -4.41, -0.55], [5.35, -3.69, -1.65], [4.53, -2.80, -2.30], [3.22, -2.57, -1.85], [2.27, -1.85, -2.65], [1.18, -1.40, -2.13], [0.04, -1.40, -2.92], [-0.98, -1.49, -2.13], [-0.86, -1.44, -0.82], [-2.31, -1.77, -2.71], [-2.65, -1.29, -3.97], [-3.90, -1.58, -4.50], [-4.80, -2.36, -3.79], [-4.45, -2.85, -2.54], [-3.22, -2.54, -1.99], [3.17, -4.78, 0.73], [5.49, -5.12, -0.05], [6.37, -3.84, -1.98], [4.89, -2.27, -3.17], [2.34, -1.87, -3.74], [-1.93, -0.69, -4.52], [-4.17, -1.19, -5.48], [-5.77, -2.58, -4.21], [-5.16, -3.46, -1.98], [-2.94, -2.91, -1.01], [6.33, 1.92, 3.86], [5.67, 1.89, 2.51], [6.36, 1.54, 1.35], [5.70, 1.49, 0.14], [4.35, 1.81, 0.14], [3.39, 1.69, -1.50], [3.66, 2.16, 1.20], [4.32, 2.20, 2.37], [7.19, 2.60, 3.86], [6.70, 0.93, 4.13], [5.64, 2.25, 4.63], [7.41, 1.29, 1.41], [6.20, 1.21, -0.77], [3.73, 2.49, 3.23], [0.92, -1.93, 2.08], [2.29, -2.09, 2.38], [3.20, -1.35, 1.62], [4.35, -1.24, 1.93], [2.63, -0.82, 0.54], [0.49, -1.22, 2.65], [0.44, -2.82, 2.19], [2.55, -2.28, 3.33], [-4.14, 3.17, -0.27], [-3.27, 3.02, -1.28], [-2.17, 2.20, -1.12], [-1.31, 2.12, -2.20], [-0.19, 1.40, -2.15], [-1.55, 2.78, -3.39], [-0.70, 2.67, -4.42], [-2.67, 3.57, -3.52], [-2.92, 4.21, -4.65], [-3.54, 3.69, -2.45], [-4.63, 4.46, -2.56], [-1.84, 1.31, 0.61], [0.26, 0.88, 0.96], [-3.13, -0.17, 0.81], [-2.90, -1.17, 1.74], [-1.78, -1.17, 2.49], [-3.78, -2.21, 1.97], [-3.50, -3.15, 2.87], [-4.97, -2.26, 1.26], [-5.83, -3.25, 1.46], [-5.24, -1.28, 0.33], [-6.37, -1.32, -0.37], [-4.31, -0.27, 0.11], [-4.63, 0.61, -0.85], [-2.27, 2.66, 1.98], [-3.00, 2.43, 3.13], [-3.53, 1.22, 3.37], [-3.22, 3.40, 4.09], [-3.94, 3.12, 5.18], [-2.70, 4.66, 3.91], [-2.90, 5.61, 4.82], [-1.96, 4.94, 2.77], [-1.45, 6.16, 2.60], [-1.75, 3.94, 1.84], [-1.02, 4.25, 0.76]],
  "gap_ha": 0.278,
  "homo_ev": -8.7898,
  "e_above_lowest_kcal_mol": 22.1,
  "largest_force_ev_per_a": 1.0,
  "charge": 0
}

---

# 3
{
  "formula": "C39H26Cl2F12I2N3O3SY",
  "method": "the ωB97M-V functional and the def2-TZVPD basis",
  "symbols": ["Y", "I", "C", "C", "C", "I", "C", "O", "C", "C", "N", "C", "C", "C", "C", "C", "C", "N", "C", "H", "H", "H", "H", "H", "H", "H", "H", "H", "H", "H", "C", "C", "C", "C", "C", "N", "C", "C", "C", "C", "C", "C", "C", "C", "O", "C", "F", "F", "F", "C", "F", "F", "F", "C", "C", "C", "O", "C", "F", "F", "F", "C", "F", "F", "F", "H", "H", "H", "H", "H", "H", "H", "H", "H", "H", "H", "H", "Cl", "C", "C", "C", "C", "C", "Cl", "C", "S", "H", "H", "H"],
  "positions_angstrom": [[-0.20, 0.65, 0.26], [-6.27, -4.81, 2.20], [-4.70, -3.41, 1.97], [-3.92, -3.08, 3.06], [-2.91, -2.16, 2.89], [-1.77, -1.59, 4.57], [-2.60, -1.53, 1.65], [-1.63, -0.69, 1.52], [-3.48, -1.89, 0.57], [-3.28, -1.23, -0.77], [-2.86, 0.14, -0.63], [-3.86, 1.02, -0.07], [-3.29, 2.39, 0.20], [-4.14, 3.49, 0.31], [-3.61, 4.74, 0.54], [-2.23, 4.86, 0.65], [-1.45, 3.72, 0.54], [-1.97, 2.51, 0.34], [-4.49, -2.81, 0.74], [-4.09, -3.53, 4.03], [-4.22, -1.32, -1.35], [-2.51, -1.76, -1.33], [-2.50, 0.53, -1.49], [-4.21, 0.60, 0.88], [-4.74, 1.13, -0.72], [-5.21, 3.35, 0.20], [-4.25, 5.60, 0.63], [-1.76, 5.83, 0.81], [-0.37, 3.77, 0.62], [-5.13, -3.04, -0.10], [6.69, -1.18, 0.24], [5.26, -0.93, -0.18], [4.59, -1.78, -1.05], [3.28, -1.55, -1.38], [2.52, -0.49, -0.84], [1.19, -0.31, -1.12], [0.45, -1.28, -1.80], [0.48, -2.64, -1.41], [-0.26, -3.60, -2.07], [-1.07, -3.26, -3.15], [-1.89, -4.31, -3.86], [-1.14, -1.93, -3.51], [-0.42, -0.93, -2.86], [-0.62, 0.57, -3.17], [-0.85, 1.31, -2.07], [-1.91, 0.80, -4.06], [-1.92, 0.29, -5.32], [-2.16, 2.12, -4.20], [-3.00, 0.28, -3.45], [0.59, 1.02, -4.08], [1.78, 0.91, -3.52], [0.47, 2.30, -4.50], [0.66, 0.26, -5.22], [3.25, 0.45, -0.05], [4.58, 0.19, 0.26], [2.65, 1.83, 0.34], [1.35, 1.88, 0.74], [3.46, 2.51, 1.49], [2.79, 3.58, 1.98], [4.69, 2.98, 1.13], [3.66, 1.68, 2.53], [2.79, 2.79, -0.92], [1.65, 2.82, -1.62], [3.03, 4.09, -0.57], [3.78, 2.46, -1.76], [6.96, -2.22, 0.06], [6.82, -0.97, 1.30], [7.39, -0.54, -0.32], [5.12, -2.63, -1.48], [2.79, -2.22, -2.09], [1.08, -2.90, -0.55], [-0.22, -4.63, -1.73], [-1.47, -5.31, -3.68], [-1.90, -4.14, -4.93], [-2.92, -4.31, -3.50], [-1.80, -1.67, -4.33], [5.14, 0.89, 0.87], [-0.48, 1.73, 2.93], [0.77, 1.06, 3.94], [0.98, 1.69, 5.15], [1.92, 1.21, 6.04], [2.65, 0.08, 5.70], [2.44, -0.54, 4.48], [3.40, -1.93, 4.12], [1.49, -0.09, 3.53], [1.26, -0.93, 2.05], [0.39, 2.57, 5.39], [2.08, 1.70, 6.99], [3.39, -0.32, 6.38]],
  "gap_ha": 0.189,
  "homo_ev": -1.7445,
  "e_above_lowest_kcal_mol": 38.2,
  "largest_force_ev_per_a": 3.2,
  "charge": -2
}

---

# 4
{
  "formula": "C39H27BrMnO3",
  "method": "the ωB97M-V functional and the def2-TZVPD basis",
  "symbols": ["Mn", "O", "C", "C", "O", "O", "C", "C", "C", "C", "C", "C", "C", "C", "C", "C", "C", "C", "H", "H", "H", "H", "H", "H", "H", "H", "H", "H", "H", "Br", "C", "C", "C", "C", "C", "C", "C", "C", "C", "C", "H", "H", "H", "H", "H", "H", "C", "C", "C", "C", "C", "C", "C", "C", "C", "C", "C", "C", "C", "C", "C", "H", "H", "H", "H", "H", "H", "H", "H", "H", "H"],
  "positions_angstrom": [[0.94, -1.23, -1.15], [-1.04, 0.01, -0.92], [-2.05, -0.70, -0.20], [-1.64, -2.20, -0.03], [-2.53, -3.00, 0.27], [-0.42, -2.45, -0.19], [-3.30, -0.52, -1.05], [-3.66, -1.48, -2.00], [-4.72, -1.24, -2.87], [-5.43, -0.05, -2.80], [-5.07, 0.91, -1.87], [-4.01, 0.67, -1.01], [-2.24, -0.17, 1.22], [-1.21, 0.47, 1.90], [-1.38, 0.91, 3.21], [-2.59, 0.70, 3.85], [-3.62, 0.04, 3.19], [-3.44, -0.39, 1.89], [-0.47, 0.55, -0.35], [-3.12, -2.41, -2.05], [-4.98, -1.99, -3.60], [-6.26, 0.12, -3.48], [-5.61, 1.84, -1.81], [-3.72, 1.43, -0.29], [-0.23, 0.60, 1.46], [-0.56, 1.40, 3.70], [-2.72, 1.04, 4.87], [-4.56, -0.14, 3.69], [-4.24, -0.92, 1.38], [2.97, -2.94, -1.55], [2.58, -3.30, -3.37], [3.36, -4.23, -4.01], [3.11, -4.51, -5.37], [2.10, -3.86, -6.02], [1.29, -2.90, -5.36], [0.24, -2.24, -6.05], [-0.53, -1.33, -5.39], [-0.28, -1.03, -4.03], [0.73, -1.61, -3.29], [1.52, -2.58, -4.00], [4.14, -4.74, -3.48], [3.72, -5.24, -5.88], [1.90, -4.07, -7.07], [0.06, -2.49, -7.09], [-1.34, -0.83, -5.91], [-0.94, -0.30, -3.55], [1.71, 0.31, 0.04], [1.96, 0.97, 1.04], [2.25, 1.73, 2.21], [2.70, 1.01, 3.36], [3.49, 1.56, 4.40], [3.95, 0.80, 5.46], [3.67, -0.56, 5.55], [2.92, -1.13, 4.53], [2.46, -0.38, 3.47], [1.98, 3.14, 2.16], [1.79, 3.79, 0.90], [1.48, 5.12, 0.80], [1.31, 5.92, 1.92], [1.45, 5.31, 3.16], [1.77, 3.98, 3.28], [3.79, 2.60, 4.34], [4.56, 1.28, 6.22], [4.03, -1.15, 6.38], [2.69, -2.19, 4.56], [1.89, -0.86, 2.68], [1.91, 3.19, 0.01], [1.36, 5.55, -0.19], [1.05, 6.97, 1.84], [1.28, 5.89, 4.07], [1.80, 3.55, 4.27]],
  "gap_ha": [0.157, 0.160],
  "homo_ev": [-0.0347, -0.1448],
  "e_above_lowest_kcal_mol": 56.4,
  "largest_force_ev_per_a": 0.6,
  "charge": -2,
  "spin_multiplicity": 6
}